DFT (wB97M-V/def2-TZVPD) results for the molecule C2H4N4O in a non-equilibrium geometry.

Geometry as XYZ:
```
11
C2H4N4O wB97M-V/def2-TZVPD
C 0.1073 0.4464 0.4177
C 2.0423 -0.3544 0.0378
H -2.3243 0.0738 -0.4184
H -2.8382 1.3439 0.7149
H 3.0434 -0.5949 -0.1467
H 1.0295 -1.3114 -1.7645
N -2.2408 0.5131 0.6082
N -0.9352 0.9349 1.0306
N 1.3877 0.2605 0.8835
N 0.8803 -1.1184 -0.6865
O -0.1520 -0.1934 -0.6765
```

gap between HOMO and LUMO = 8.29 eV
E_LUMO = 0.252 eV
HOMO energy = -0.295 Ha
ΔE to the lowest compared entry with this formula, charge and spin = 125.67 kcal/mol
structure (SMILES) = N/N=c1/nc[nH]o1